1.
{"formula": "C5H16NS2", "method": "ωB97M-V/def2-TZVPD", "symbols": ["C", "C", "C", "N", "H", "H", "H", "H", "H", "H", "H", "H", "H", "H", "C", "S", "S", "C", "H", "H", "H", "H", "H", "H"], "xyz": [[1.5589, -0.5257, -0.1922], [1.4644, 0.2251, -1.5092], [2.2036, 1.5717, -1.4002], [0.5612, -1.6476, -0.1732], [2.5584, -0.9291, -0.0356], [1.3264, 0.1438, 0.6303], [0.4222, 0.4268, -1.7462], [1.9142, -0.3567, -2.3133], [1.7357, 2.2226, -0.6631], [3.2767, 1.5129, -1.2139], [2.1556, 2.0202, -2.3955], [-0.4314, -1.3002, -0.0368], [0.5502, -2.0953, -1.0928], [0.7023, -2.3569, 0.5437], [-2.2509, 1.8007, -0.4234], [-1.6088, 1.0619, 1.1545], [-2.3954, -0.9170, 1.1376], [-1.7559, -1.5742, 2.7211], [-2.8767, 1.0721, -0.9287], [-2.7776, 2.6712, -0.0449], [-1.4190, 2.1308, -1.0348], [-1.8061, -0.8357, 3.5155], [-2.3882, -2.4375, 2.9099], [-0.7198, -1.8839, 2.5911]], "homo_ha": -0.43045, "total_charge": 1, "orbital_gap_ev": 8.5}

***

2.
{"formula": "C5H16NSi", "method": "ωB97M-V/def2-TZVPD", "symbols": ["C", "C", "C", "C", "C", "N", "Si", "H", "H", "H", "H", "H", "H", "H", "H", "H", "H", "H", "H", "H", "H", "H", "H"], "xyz": [[0.9883, -0.5341, -3.1158], [1.3598, -0.6111, 2.4910], [-1.6110, -0.9442, 3.2409], [0.2030, 0.7622, -2.8582], [-0.5233, 0.8661, -1.5875], [0.0953, 0.4885, -0.3138], [-0.3152, 0.2222, 2.6080], [1.0090, -0.7778, -4.2183], [0.6431, -1.3340, -2.4236], [1.9996, -0.3878, -2.8037], [-1.3571, 0.0923, -1.6052], [1.9083, -0.5361, 3.4771], [1.2500, -1.6683, 2.4791], [-1.5095, -1.4941, 4.1868], [-2.6458, -0.5692, 3.1383], [-1.4469, -1.5826, 2.3487], [0.8413, 1.6381, -2.8687], [-0.6594, 0.8368, -3.6290], [-1.0285, 1.7923, -1.4110], [1.8636, -0.3037, 1.5652], [0.0986, -0.4613, -0.1507], [0.9608, 0.8857, -0.2485], [-0.7355, 1.4804, 2.1559]], "homo_ha": -0.50324, "total_charge": 1, "orbital_gap_ev": 8.5}

***

3.
{"formula": "C5H16O2", "method": "ωB97M-V/def2-TZVPD", "symbols": ["C", "C", "C", "C", "C", "H", "H", "H", "H", "H", "H", "H", "H", "H", "H", "H", "H", "H", "H", "O", "H", "H", "O"], "xyz": [[2.0713, 1.1340, 0.1773], [1.6037, -0.2948, 0.3872], [0.7685, -0.8533, -0.8015], [-0.2432, -1.8603, -0.1949], [-0.0036, 0.2578, -1.5116], [1.2612, 1.8543, 0.2888], [2.4894, 1.1536, -0.8233], [2.7957, 1.4470, 0.9366], [1.2221, -0.4962, 1.3846], [2.5652, -0.8930, 0.3327], [1.4939, -1.3834, -1.4343], [-0.8968, -2.3480, -0.9108], [0.3496, -2.5319, 0.4375], [-0.8863, -1.3162, 0.5040], [0.6759, 0.9959, -1.9386], [-0.5994, -0.1024, -2.3688], [-0.6929, 0.7937, -0.8564], [-1.2648, 1.1073, 2.8733], [-2.2008, 0.4847, 1.8651], [-1.3841, 0.3102, 2.3499], [-2.6461, 0.1865, -0.1343], [-3.1446, 1.5154, -0.6162], [-3.3339, 0.8392, 0.0536]], "homo_ha": -0.39616, "total_charge": 0, "orbital_gap_ev": 11.5}

***

4.
{"formula": "C5H16O3", "method": "ωB97M-V/def2-TZVPD", "symbols": ["C", "O", "C", "C", "C", "C", "H", "H", "H", "H", "H", "H", "H", "H", "H", "H", "H", "H", "H", "H", "O", "H", "H", "O"], "xyz": [[-0.5136, -0.3958, 0.0439], [-1.1092, 0.4953, -0.8657], [0.5466, 0.0933, 1.0650], [1.4598, -0.8709, 1.6934], [1.5385, -0.6345, 3.2256], [2.9046, -0.9314, 0.9712], [-0.2187, -1.2156, -0.6044], [-1.4274, -0.6381, 0.6180], [-0.5097, 0.7686, -1.4541], [-0.0181, 0.8009, 1.6470], [1.0542, 0.7861, 0.5178], [1.1350, -1.8832, 1.5969], [2.3304, -1.2036, 3.7198], [1.8906, 0.3915, 3.5910], [0.6307, -0.9415, 3.6643], [3.6167, -0.3018, 1.3149], [2.8653, -0.6178, -0.1137], [3.2896, -2.0552, 0.9545], [-2.3665, 3.0490, -2.2402], [-1.2382, 3.8754, -2.1620], [-1.9509, 3.8583, -2.6845], [-4.3013, -0.4806, -4.1821], [-4.8043, -0.8084, -5.6306], [-4.8042, -1.1399, -4.6859]], "homo_ha": -0.38630, "total_charge": 0, "orbital_gap_ev": 11.0}

***

5.
{"formula": "C5H16O5Tl", "method": "ωB97M-V/def2-TZVPD", "symbols": ["Tl", "C", "O", "H", "H", "H", "H", "C", "C", "O", "O", "H", "H", "H", "H", "H", "H", "C", "C", "O", "O", "H", "H", "H", "H", "H", "H"], "xyz": [[-0.3385, -0.0060, 0.7175], [3.0790, -1.4760, -0.2489], [1.6626, -1.7264, -0.3500], [3.4260, -1.1969, -1.2698], [3.2822, -0.6440, 0.4130], [3.6204, -2.3638, 0.0771], [1.5580, -2.6003, -0.7618], [-2.1445, -1.9892, -2.0124], [-3.1489, -1.8816, -0.8434], [-2.5088, -1.8862, 0.3775], [-1.0697, -1.0810, -1.8339], [-2.7050, -1.7845, -2.9253], [-1.6650, -2.9877, -2.0327], [-3.8068, -2.7472, -0.9543], [-3.7505, -0.9719, -1.0192], [-2.9965, -2.4831, 0.9743], [-0.7224, -0.7854, -2.6960], [1.3807, 2.9752, 0.7169], [0.3900, 3.2522, 1.8822], [-0.6642, 2.3458, 1.7355], [1.9190, 1.6934, 0.8765], [2.1567, 3.7528, 0.6851], [0.8343, 3.0146, -0.2244], [0.0467, 4.2942, 1.6614], [0.7904, 3.2642, 2.8999], [-1.1999, 2.3160, 2.5535], [2.5747, 1.7030, 1.6017]], "homo_ha": -0.77774, "total_charge": 3, "orbital_gap_ev": 3.6}

***

6.
{"formula": "C5H17N2O", "method": "ωB97M-V/def2-TZVPD", "symbols": ["N", "C", "C", "N", "C", "C", "C", "H", "H", "H", "H", "H", "H", "H", "H", "H", "H", "H", "H", "H", "H", "H", "H", "H", "O"], "xyz": [[1.6008, -0.5095, -2.2273], [0.8637, -1.6286, -1.5955], [-0.4531, -1.1073, -0.9993], [-0.1143, 0.0484, -0.1962], [1.0495, 1.0403, 1.7911], [0.2430, -0.2217, 1.2950], [-1.0182, -0.7293, 2.1080], [1.7783, -0.5933, -3.2370], [0.7578, 0.4229, -0.4779], [2.5362, -0.3265, -1.8598], [1.6147, -1.9211, -0.8176], [0.8583, -2.4354, -2.3201], [-0.9074, -2.0792, -0.6511], [-1.0280, -0.9062, -1.9521], [-0.8608, 0.7633, -0.1592], [1.7528, 0.6536, 2.6008], [0.3770, 1.5571, 2.5074], [1.5804, 1.6499, 1.1130], [0.8234, -1.1100, 1.3881], [-1.9246, -0.2633, 1.7189], [-1.0146, -1.7896, 1.8404], [-1.0553, -0.3808, 3.1434], [-2.3311, 2.4053, -0.9562], [-1.2896, 3.1633, -0.0789], [-2.0263, 2.5247, -0.0419]], "homo_ha": -0.50191, "total_charge": 1, "orbital_gap_ev": 10.9}